Entry 1:
C3H9N4 | wB97M-V/def2-TZVPD

As for the orbital gap: 10.1841 eV. The highest occupied orbital energy comes out at -13.7 eV. As for the net charge: +1. The LUMO energy is -3.54 eV.

Each atom is followed by the atoms it is bonded to, with distances in Å.
Atoms and positions in Å:
1 N 1.167 -0.733 -1.525  C2 1.432, H8 1.018, H9 0.982
2 C 0.328 0.181 -0.810  N1 1.432, C3 1.456, N6 1.510, H10 1.032
3 C 1.010 1.215 -0.044  C2 1.456, C4 1.342, H11 1.022
4 C 0.663 1.188 1.252  C3 1.342, N5 1.454, H12 1.008
5 N -0.376 0.189 1.438  C4 1.454, N6 1.389, H13 1.048, H14 1.152
6 N -0.267 -0.626 0.318  C2 1.510, N5 1.389, N7 1.726
7 N -1.920 -1.124 0.339  N6 1.726, H15 1.043, H16 0.996
8 H 1.782 -0.409 -2.269  N1 1.018
9 H 1.731 -1.302 -0.957  N1 0.982
10 H -0.409 0.557 -1.426  C2 1.032
11 H 1.780 1.778 -0.410  C3 1.022
12 H 0.919 1.805 2.007  C4 1.008
13 H -0.408 -0.303 2.363  N5 1.048
14 H -1.430 0.654 1.434  N5 1.152
15 H -1.663 -2.135 0.307  N7 1.043
16 H -2.358 -0.791 -0.491  N7 0.996

---

Entry 2:
C2H8N3S | wB97M-V/def2-TZVPD

As for the orbital gap (spin up / spin down): 7.1251 / 6.8808 eV. The highest occupied orbital energy (spin up / spin down) comes out at -10.8 / -13.7 eV. Its expectation value of S² is 2.007. As for the net charge: +1. As for the multiplicity: 3. The LUMO energy (spin up / spin down) is -3.63 / -6.84 eV.

Each atom is followed by the atoms it is bonded to, with distances in Å.
Atoms and positions in Å:
1 C 0.218 0.416 0.647  C2 1.459, N4 1.345, H7 1.055
2 C 0.263 -0.480 -0.503  C1 1.459, N5 1.502, S6 1.752, H8 1.176
3 N -2.158 0.920 0.540  N4 1.330, H9 0.974, H10 1.029
4 N -0.922 1.024 1.019  C1 1.345, N3 1.330, H11 0.993
5 N 1.708 -0.760 -0.807  C2 1.502, H12 1.039, H13 1.074, H14 0.980
6 S -0.373 -2.066 -0.117  C2 1.752
7 H 0.919 0.449 1.434  C1 1.055
8 H -0.103 -0.120 -1.561  C2 1.176
9 H -2.332 0.126 0.003  N3 0.974
10 H -2.306 1.773 -0.016  N3 1.029
11 H -0.987 1.190 1.996  N4 0.993
12 H 1.773 -1.431 -1.598  N5 1.039
13 H 2.283 -1.184 -0.006  N5 1.074
14 H 2.017 0.143 -1.032  N5 0.980

---

Entry 3:
C2H24NO10 | wB97M-V/def2-TZVPD

As for the orbital gap: 3.4659 eV. The highest occupied orbital energy comes out at -1.9 eV. As for the net charge: -1. The LUMO energy is 1.53 eV.

Each atom is followed by the atoms it is bonded to, with distances in Å.
Atoms and positions in Å:
1 N -0.829 -0.638 0.971  H2 1.007, H3 1.010, H4 0.996, H5 1.016
2 H -0.400 0.154 0.521  N1 1.007
3 H -1.134 -1.312 0.284  N1 1.010
4 H -1.596 -0.230 1.458  N1 0.996
5 H -0.126 -0.971 1.624  N1 1.016
6 O 1.907 -1.127 -2.708  C7 1.403
7 C 2.045 -0.450 -1.487  O6 1.403, C8 1.503, H10 1.034, H11 1.029
8 C 1.927 0.998 -1.873  C7 1.503, O9 1.432, H12 1.063, H13 1.079
9 O 2.009 1.997 -0.851  C8 1.432
10 H 3.000 -0.536 -1.099  C7 1.034
11 H 1.387 -0.779 -0.768  C7 1.029
12 H 0.988 1.131 -2.354  C8 1.063
13 H 2.742 1.308 -2.508  C8 1.079
14 O -0.624 -2.824 -1.525  H15 0.957, H16 0.949
15 H 0.285 -3.096 -1.646  O14 0.957
16 H -1.171 -3.360 -2.086  O14 0.949
17 O -0.200 2.618 1.946  H18 0.987, H19 0.954
18 H -0.548 2.168 2.752  O17 0.987
19 H -0.198 3.516 2.268  O17 0.954
20 O -3.658 -0.479 -1.843  H21 0.984, H22 0.956
21 H -3.963 -0.577 -2.773  O20 0.984
22 H -2.717 -0.315 -1.817  O20 0.956
23 O 1.925 0.788 1.447  H24 0.958, H25 0.983
24 H 1.352 1.393 1.919  O23 0.958
25 H 1.930 1.280 0.596  O23 0.983
26 O -0.933 -0.234 -2.013  H27 1.002, H28 0.969
27 H -0.572 -1.166 -1.938  O26 1.002
28 H -0.139 0.208 -2.350  O26 0.969
29 O 1.326 -2.955 1.518  H30 0.966, H31 0.973
30 H 2.090 -2.364 1.520  O29 0.966
31 H 1.432 -3.302 0.615  O29 0.973
32 O -2.002 2.120 0.083  H33 0.971, H34 0.987
33 H -1.501 2.411 0.862  O32 0.971
34 H -1.416 2.422 -0.652  O32 0.987
35 O -1.042 0.655 3.618  H36 0.949, H37 0.933
36 H -0.234 0.318 3.985  O35 0.949
37 H -1.327 1.215 4.308  O35 0.933

---

Entry 4:
C16H27N2O6 | wB97M-V/def2-TZVPD

As for the orbital gap: 7.9778 eV. The highest occupied orbital energy comes out at -12.4 eV. As for the net charge: +1. The LUMO energy is -4.43 eV.

Each atom is followed by the atoms it is bonded to, with distances in Å.
Atoms and positions in Å:
1 C -1.005 1.089 -2.731  C2 1.492, H25 1.086, H26 1.089, H27 1.079
2 C 0.056 1.000 -1.686  C1 1.492, C3 1.421, N17 1.331
3 C 1.201 0.166 -1.809  C2 1.421, C4 1.506, C7 1.378
4 C 1.414 -0.730 -3.000  C3 1.506, C5 1.525, H28 1.092, H29 1.085
5 C 2.207 -1.993 -2.681  C4 1.525, O6 1.413, H30 1.090, H31 1.090
6 O 2.292 -2.857 -3.796  C5 1.413, H32 0.962
7 C 2.112 0.224 -0.776  C3 1.378, C8 1.403, H33 1.077
8 C 1.871 1.062 0.323  C7 1.403, C9 1.508, N16 1.308
9 C 2.881 1.160 1.439  C8 1.508, O10 1.398, H34 1.094, H35 1.088
10 O 3.647 -0.009 1.494  C9 1.398, C11 1.427
11 C 3.600 -0.749 2.712  O10 1.427, O12 1.388, H36 1.085, H37 1.090
12 O 3.395 -2.099 2.458  C11 1.388, C13 1.414
13 C 2.082 -2.451 2.068  O12 1.414, C14 1.516, H38 1.088, H39 1.095
14 C 1.116 -2.517 3.234  C13 1.516, O15 1.423, H40 1.087, H41 1.091
15 O 0.643 -1.240 3.644  C14 1.423, H42 0.960
16 N 0.804 1.812 0.414  C8 1.308, N17 1.340
17 N -0.072 1.757 -0.598  C2 1.331, N16 1.340, C18 1.468
18 C -1.265 2.579 -0.361  N17 1.468, C19 1.538, H43 1.083, H44 1.085
19 C -2.448 1.735 0.142  C18 1.538, C20 1.530, H45 1.085, H46 1.092
20 C -3.797 2.130 -0.464  C19 1.530, C21 1.512, H47 1.089, H48 1.090
21 C -4.806 1.014 -0.315  C20 1.512, O22 1.431, H49 1.092, H50 1.087
22 O -4.895 0.691 1.076  C21 1.431, C23 1.346
23 C -4.534 -0.567 1.391  O22 1.346, O24 1.175, H51 1.095
24 O -3.928 -0.827 2.363  C23 1.175
25 H -1.978 0.803 -2.345  C1 1.086
26 H -1.066 2.112 -3.100  C1 1.089
27 H -0.774 0.463 -3.579  C1 1.079
28 H 1.949 -0.163 -3.765  C4 1.092
29 H 0.464 -1.056 -3.411  C4 1.085
30 H 1.706 -2.547 -1.888  C5 1.090
31 H 3.214 -1.759 -2.334  C5 1.090
32 H 2.254 -2.344 -4.608  O6 0.962
33 H 3.020 -0.355 -0.764  C7 1.077
34 H 3.529 2.010 1.207  C9 1.094
35 H 2.372 1.393 2.372  C9 1.088
36 H 4.576 -0.684 3.182  C11 1.085
37 H 2.816 -0.359 3.361  C11 1.090
38 H 2.145 -3.435 1.608  C13 1.088
39 H 1.685 -1.767 1.310  C13 1.095
40 H 1.632 -2.974 4.075  C14 1.087
41 H 0.281 -3.169 2.972  C14 1.091
42 H -0.190 -1.055 3.204  O15 0.960
43 H -0.977 3.283 0.411  C18 1.083
44 H -1.505 3.160 -1.245  C18 1.085
45 H -2.513 1.833 1.221  C19 1.085
46 H -2.237 0.681 -0.052  C19 1.092
47 H -4.153 3.016 0.058  C20 1.089
48 H -3.702 2.392 -1.518  C20 1.090
49 H -4.464 0.147 -0.885  C21 1.092
50 H -5.781 1.307 -0.695  C21 1.087
51 H -4.875 -1.316 0.669  C23 1.095

---

Entry 5:
C33H42N2O4 | wB97M-V/def2-TZVPD

As for the orbital gap: 2.5202 eV. The highest occupied orbital energy comes out at -4.9 eV. The LUMO energy is -2.42 eV.

Each atom is followed by the atoms it is bonded to, with distances in Å.
Atoms and positions in Å:
1 C 2.938 3.330 3.173  C2 1.503, H14 1.091, H15 1.093, H16 1.094
2 C 2.826 1.833 3.093  C1 1.503, O3 1.431, H17 1.099, H18 1.097
3 O 3.418 1.371 1.875  C2 1.431, C4 1.362
4 C 3.188 0.037 1.721  O3 1.362, C5 1.479, O13 1.224
5 C 3.858 -0.455 0.498  C4 1.479, C6 1.443, C12 1.476
6 C 3.789 -1.873 0.242  C5 1.443, O7 1.227, C8 1.539
7 O 3.003 -2.611 0.827  C6 1.227
8 C 4.697 -2.443 -0.862  C6 1.539, C9 1.525, H19 1.095, H20 1.094
9 C 4.172 -2.099 -2.252  C8 1.525, C10 1.529, H21 1.099, H22 1.097
10 C 4.012 -0.597 -2.491  C9 1.529, C11 1.537, H23 1.098, H24 1.098
11 C 5.062 0.214 -1.715  C10 1.537, C12 1.537, H25 1.097, H26 1.099
12 C 4.598 0.551 -0.289  C5 1.476, C11 1.537, H27 1.106, H28 1.108
13 O 2.515 -0.582 2.534  C4 1.224
14 H 2.465 3.649 4.103  C1 1.091
15 H 3.979 3.665 3.196  C1 1.093
16 H 2.414 3.821 2.348  C1 1.094
17 H 3.347 1.357 3.936  C2 1.099
18 H 1.771 1.536 3.118  C2 1.097
19 H 5.717 -2.068 -0.729  C8 1.095
20 H 4.705 -3.533 -0.767  C8 1.094
21 H 4.870 -2.505 -2.997  C9 1.099
22 H 3.212 -2.602 -2.421  C9 1.097
23 H 4.109 -0.383 -3.563  C10 1.098
24 H 3.002 -0.282 -2.198  C10 1.098
25 H 6.020 -0.319 -1.672  C11 1.097
26 H 5.242 1.166 -2.231  C11 1.099
27 H 3.943 1.439 -0.374  C12 1.106
28 H 5.480 0.900 0.284  C12 1.108
29 C -6.286 0.051 -1.544  N30 1.443, H55 1.094, H56 1.097, H57 1.095
30 N -5.141 0.648 -0.900  C29 1.443, C31 1.364, C52 1.461
31 C -4.621 1.809 -1.393  N30 1.364, O32 1.229, C33 1.529
32 O -5.039 2.418 -2.374  C31 1.229
33 C -3.441 2.203 -0.503  C31 1.529, C34 1.532, N41 1.468, H58 1.108
34 C -3.693 3.539 0.202  C33 1.532, C35 1.516, H59 1.104, H60 1.103
35 C -3.910 4.682 -0.769  C34 1.516, C36 1.398, C40 1.397
36 C -5.143 5.341 -0.809  C35 1.398, C37 1.395, H61 1.093
37 C -5.345 6.395 -1.701  C36 1.395, C38 1.402, H62 1.091
38 C -4.307 6.788 -2.558  C37 1.402, C39 1.401, H63 1.090
39 C -3.080 6.112 -2.533  C38 1.401, C40 1.399, H64 1.091
40 C -2.883 5.054 -1.639  C35 1.397, C39 1.399, H65 1.094
41 N -3.349 1.061 0.414  C33 1.468, C42 1.348, C52 1.477
42 C -2.370 0.985 1.338  N41 1.348, C43 1.391, H66 1.094
43 C -2.216 -0.041 2.263  C42 1.391, C44 1.391, H67 1.087
44 C -1.188 -0.141 3.194  C43 1.391, C45 1.431, H68 1.091
45 C -1.076 -1.197 4.152  C44 1.431, C46 1.426, C51 1.428
46 C -0.004 -1.234 5.092  C45 1.426, C47 1.386, H69 1.091
47 C 0.120 -2.264 6.011  C46 1.386, C48 1.404, H70 1.094
48 C -0.816 -3.311 6.037  C47 1.404, C49 1.496, C50 1.400
49 C -0.666 -4.426 7.022  C48 1.496, H71 1.094, H72 1.097, H73 1.097
50 C -1.886 -3.293 5.134  C48 1.400, C51 1.387, H74 1.094
51 C -2.022 -2.265 4.214  C45 1.428, C50 1.387, H75 1.090
52 C -4.416 0.058 0.222  N30 1.461, N41 1.477, C53 1.533, C54 1.532
53 C -5.341 -0.034 1.440  C52 1.533, H76 1.099, H77 1.097, H78 1.091
54 C -3.849 -1.305 -0.188  C52 1.532, H79 1.099, H80 1.091, H81 1.097
55 H -6.656 0.750 -2.299  C29 1.094
56 H -6.021 -0.891 -2.041  C29 1.097
57 H -7.083 -0.147 -0.819  C29 1.095
58 H -2.527 2.265 -1.127  C33 1.108
59 H -4.584 3.414 0.841  C34 1.104
60 H -2.826 3.738 0.854  C34 1.103
61 H -5.941 4.994 -0.148  C36 1.093
62 H -6.313 6.899 -1.722  C37 1.091
63 H -4.459 7.618 -3.247  C38 1.090
64 H -2.270 6.399 -3.206  C39 1.091
65 H -1.940 4.502 -1.610  C40 1.094
66 H -1.657 1.815 1.313  C42 1.094
67 H -2.967 -0.828 2.253  C43 1.087
68 H -0.423 0.636 3.220  C44 1.091
69 H 0.740 -0.437 5.058  C46 1.091
70 H 0.948 -2.282 6.725  C47 1.094
71 H -1.447 -5.178 6.877  C49 1.094
72 H 0.310 -4.918 6.924  C49 1.097
73 H -0.730 -4.060 8.055  C49 1.097
74 H -2.617 -4.106 5.160  C50 1.094
75 H -2.868 -2.285 3.527  C51 1.090
76 H -5.773 0.955 1.647  C53 1.099
77 H -6.149 -0.747 1.234  C53 1.097
78 H -4.800 -0.363 2.329  C53 1.091
79 H -3.263 -1.185 -1.109  C54 1.099
80 H -3.195 -1.714 0.584  C54 1.091
81 H -4.673 -2.007 -0.366  C54 1.097

---

Entry 6:
C6H7BrO | wB97M-V/def2-TZVPD

As for the orbital gap (spin up / spin down): 6.8301 / 7.7405 eV. The highest occupied orbital energy (spin up / spin down) comes out at -6.0 / -9.2 eV. Its expectation value of S² is 2.036. As for the multiplicity: 3. The LUMO energy (spin up / spin down) is 0.87 / -1.46 eV.

Each atom is followed by the atoms it is bonded to, with distances in Å.
Atoms and positions in Å:
1 C 2.185 1.733 0.196  C2 1.394, C3 1.375, H9 1.131
2 C 0.912 1.378 0.639  C1 1.394, C4 1.386, H10 1.047
3 C 2.774 0.579 -0.267  C1 1.375, O7 1.344, H11 1.008
4 C 0.832 0.006 0.458  C2 1.386, C5 1.431, O7 1.344
5 C -0.357 -0.745 0.721  C4 1.431, H12 1.063, H13 1.114
6 C -1.859 -0.871 -1.041  Br8 1.864, H14 1.024, H15 1.049
7 O 1.959 -0.476 -0.092  C3 1.344, C4 1.344
8 Br -2.641 0.820 -0.999  C6 1.864
9 H 2.779 2.695 0.175  C1 1.131
10 H 0.091 1.967 0.910  C2 1.047
11 H 3.701 0.485 -0.652  C3 1.008
12 H -1.099 -0.183 1.234  C5 1.063
13 H -0.270 -1.789 1.099  C5 1.114
14 H -1.275 -1.252 -1.790  C6 1.024
15 H -2.160 -1.716 -0.496  C6 1.049

---

Listing energy above the lowest of the compared OMol25 structures with the same formula, charge and spin for the structures above in their given order: 496.6 131.9 507.3 172.7 135.3 62.8 kJ/mol.
Listing calculated total energy for the structures above in their given order: -338.33172 -643.03798 -897.62747 -1186.52061 -1693.05279 -2881.87364 Ha.